Computed, not measured: a molecular structure, C13H8N2O5SSn, with the ωB97M-V functional and the def2-TZVPD basis.

The value obtained for the LUMO energy is -1.52 eV. Its energy above the lowest of the compared OMol25 structures with the same formula, charge and spin is 28.1 kcal per mole. The HOMO-LUMO gap comes out at 6.789 eV. The HOMO energy comes out at -8.31 eV. The value obtained for the total energy is -1598.3081 Eh. As for the net charge: 0.

XYZ file:
```
30
Properties=species:S:1:pos:R:3:mulliken_charge:R:1
Sn -1.5495 1.2574 0.0086 0.9971
S -4.0982 1.9395 -0.5229 -0.5322
C -4.0952 0.3076 -1.1651 0.6148
C -5.2067 -0.3000 -1.7536 -0.7089
C -5.0905 -1.5905 -2.2256 -0.0572
C -3.8801 -2.2711 -2.1137 -0.8275
C -2.8222 -1.6151 -1.5229 -0.1946
N -2.9339 -0.3647 -1.0653 -0.2219
H -6.1325 0.2518 -1.8269 0.3880
H -5.9440 -2.0739 -2.6842 0.3932
H -3.7623 -3.2821 -2.4750 0.3969
H -1.8504 -2.0732 -1.3982 0.4153
O -0.1606 -0.7352 -0.3402 -0.4859
C 1.0168 -1.0263 -0.0851 -0.0599
C 2.0209 -0.2296 0.5443 0.5074
C 3.2803 -0.8361 0.7009 -0.2917
C 4.3004 -0.1517 1.2910 -0.3858
C 4.1216 1.1673 1.7546 -0.4707
C 2.9135 1.7775 1.6155 -0.6527
C 1.7983 1.1145 1.0040 0.3798
O 0.6814 1.7047 0.8857 -0.6342
N 5.6017 -0.7979 1.4451 1.0111
O 5.7262 -1.9371 1.0353 -0.6296
O 6.4894 -0.1577 1.9762 -0.6298
H 1.3564 -2.0341 -0.3755 0.3750
H 3.4480 -1.8478 0.3549 0.4457
H 4.9565 1.6745 2.2167 0.4615
H 2.7542 2.7888 1.9640 0.4273
O -1.3170 5.1548 1.6175 -0.1268
C -1.6224 4.1859 1.1398 0.0963
```